[1]
{
  "formula": "C41H35BF2N2O17",
  "method": "ωB97M-V/def2-TZVPD",
  "symbols": ["C", "B", "O", "C", "C", "O", "C", "O", "C", "C", "C", "C", "C", "C", "C", "O", "C", "C", "C", "C", "O", "F", "C", "C", "O", "N", "C", "O", "F", "C", "C", "C", "C", "C", "C", "N", "C", "C", "C", "O", "C", "C", "O", "H", "H", "H", "H", "H", "H", "H", "H", "H", "H", "H", "H", "H", "H", "H", "H", "H", "H", "H", "H", "H", "H", "H", "H", "H", "H", "H", "C", "C", "C", "O", "C", "C", "C", "O", "O", "O", "H", "H", "H", "H", "C", "C", "C", "O", "C", "C", "C", "O", "O", "O", "H", "H", "H", "H"],
  "positions_angstrom": [[0.685, 3.714, 5.373], [0.751, 2.467, 4.427], [1.895, 1.731, 4.236], [-0.617, 2.028, 3.720], [-1.161, 2.741, 2.730], [-0.476, 3.831, 2.259], [-1.183, 4.880, 1.640], [-1.802, 5.648, 2.285], [-0.968, 4.988, 0.169], [0.180, 5.632, -0.280], [0.421, 5.747, -1.645], [-0.500, 5.205, -2.530], [-1.642, 4.554, -2.079], [-1.889, 4.439, -0.715], [-2.470, 2.289, 2.195], [-3.367, 3.020, 1.847], [-2.640, 0.789, 2.158], [-3.391, 0.163, 1.161], [-4.016, 0.958, 0.040], [-3.007, 1.199, -1.042], [-1.866, 0.937, -1.013], [-3.558, 1.764, -2.116], [-3.514, -1.231, 1.220], [-4.325, -2.062, 0.254], [-3.835, -2.956, -0.357], [-5.745, -1.822, 0.174], [-6.276, -1.828, -1.114], [-6.376, -2.733, -1.840], [-6.722, -0.615, -1.467], [-2.877, -1.974, 2.203], [-2.131, -1.357, 3.207], [-1.471, -2.221, 4.261], [-0.126, -2.789, 3.765], [-0.245, -4.042, 2.879], [0.134, -3.769, 1.415], [-0.895, -4.220, 0.457], [-1.172, -5.648, 0.578], [-0.432, -3.846, -0.847], [0.183, -4.857, -1.775], [-0.547, -2.699, -1.192], [-2.045, 0.033, 3.168], [-1.289, 0.808, 4.206], [-1.234, 0.499, 5.372], [1.642, 3.976, 5.811], [0.249, 4.548, 4.825], [-0.035, 3.493, 6.163], [2.433, 2.066, 3.508], [0.882, 6.032, 0.437], [1.296, 6.256, -2.007], [-0.341, 5.290, -3.596], [-2.344, 4.123, -2.775], [-2.768, 3.938, -0.347], [-4.794, 0.380, -0.437], [-4.481, 1.882, 0.355], [-6.017, -0.970, 0.653], [-2.994, -3.044, 2.204], [-1.344, -1.709, 5.200], [-2.133, -3.071, 4.412], [0.443, -2.042, 3.216], [0.467, -3.067, 4.632], [0.428, -4.814, 3.244], [-1.240, -4.468, 2.946], [0.221, -2.695, 1.287], [1.090, -4.239, 1.153], [-1.776, -5.963, -0.268], [-1.759, -5.862, 1.463], [-0.258, -6.253, 0.591], [-0.560, -5.219, -2.477], [0.565, -5.723, -1.236], [0.990, -4.424, -2.340], [3.065, -4.771, -5.216], [3.997, -4.756, -6.177], [3.714, -4.216, -7.553], [4.623, -4.224, -8.361], [2.378, -3.722, -7.838], [1.444, -3.739, -6.878], [1.735, -4.257, -5.496], [0.835, -4.222, -4.677], [0.205, -3.304, -7.067], [5.232, -5.209, -5.995], [3.260, -5.155, -4.225], [2.181, -3.351, -8.833], [-0.259, -3.422, -6.216], [5.695, -5.078, -6.845], [6.023, 4.974, 0.524], [5.275, 5.070, -0.584], [3.882, 4.513, -0.643], [3.237, 4.636, -1.666], [3.355, 3.835, 0.529], [4.103, 3.734, 1.632], [5.488, 4.312, 1.705], [6.097, 4.193, 2.751], [3.679, 3.118, 2.734], [5.700, 5.655, -1.698], [7.027, 5.371, 0.582], [2.355, 3.425, 0.463], [4.405, 3.185, 3.385], [4.967, 5.586, -2.339]],
  "smiles": "CB(O)C1=C(OC(=O)c2ccccc2)C(=O)c2c(CC(=O)F)c(C(=O)NC(=O)F)cc(CCCCN(C)C(C)=O)c2C1=O.O=C1C=C(O)C(=O)C=C1O.O=C1C=C(O)C(=O)C=C1O",
  "lumo_ev": -1.861,
  "homo_energy_ev": -9.08
}


[2]
{
  "formula": "C41H36F3N6O4TeZr",
  "method": "ωB97M-V/def2-TZVPD",
  "symbols": ["Zr", "C", "C", "C", "C", "C", "O", "C", "C", "C", "C", "C", "C", "C", "O", "C", "C", "C", "N", "C", "C", "Te", "C", "C", "C", "C", "C", "C", "C", "C", "C", "C", "C", "C", "H", "H", "H", "H", "H", "H", "H", "H", "H", "H", "H", "H", "H", "H", "H", "H", "H", "H", "H", "H", "H", "H", "H", "H", "N", "C", "C", "C", "C", "C", "C", "C", "C", "N", "C", "H", "H", "H", "H", "H", "H", "H", "H", "F", "C", "F", "F", "C", "O", "O", "N", "C", "N", "N", "H", "H", "H", "H"],
  "positions_angstrom": [[-0.230, 0.105, 0.343], [6.847, 1.658, 0.810], [5.416, 1.216, 0.958], [4.984, 0.562, 2.101], [3.668, 0.137, 2.284], [3.237, -0.537, 3.548], [2.320, -1.342, 3.571], [3.976, -0.248, 4.808], [4.053, -1.279, 5.746], [4.759, -1.112, 6.923], [5.380, 0.102, 7.185], [5.268, 1.151, 6.283], [4.568, 0.982, 5.099], [2.737, 0.334, 1.230], [1.477, -0.051, 1.322], [3.188, 0.990, 0.056], [4.493, 1.441, -0.052], [2.146, 1.169, -0.971], [1.413, 0.179, -1.406], [1.946, -1.202, -1.329], [3.312, -1.389, -1.993], [3.855, -3.479, -1.956], [4.764, -3.371, -0.031], [4.132, -3.899, 1.088], [4.775, -3.887, 2.319], [6.046, -3.345, 2.436], [6.677, -2.812, 1.320], [6.039, -2.828, 0.088], [1.851, 2.529, -1.450], [2.139, 3.656, -0.678], [1.846, 4.920, -1.159], [1.289, 5.079, -2.420], [1.021, 3.965, -3.207], [1.303, 2.697, -2.728], [7.421, 1.422, 1.705], [6.904, 2.734, 0.641], [7.325, 1.166, -0.039], [5.706, 0.350, 2.876], [3.552, -2.212, 5.523], [4.819, -1.921, 7.638], [5.940, 0.236, 8.101], [5.723, 2.106, 6.509], [4.451, 1.818, 4.423], [4.803, 1.938, -0.966], [1.250, -1.823, -1.882], [1.997, -1.584, -0.306], [4.105, -0.838, -1.498], [3.262, -1.080, -3.037], [3.149, -4.345, 0.993], [4.288, -4.317, 3.184], [6.548, -3.347, 3.396], [7.677, -2.406, 1.400], [6.546, -2.443, -0.789], [2.571, 3.536, 0.306], [2.053, 5.787, -0.545], [1.077, 6.071, -2.797], [0.609, 4.083, -4.201], [1.139, 1.822, -3.344], [-1.313, 1.490, -1.364], [-1.755, 0.734, -2.508], [-2.292, 1.330, -3.617], [-2.751, 0.564, -4.703], [-2.670, -0.798, -4.664], [-2.112, -1.444, -3.540], [-2.009, -2.848, -3.448], [-1.466, -3.408, -2.326], [-1.004, -2.571, -1.303], [-1.066, -1.253, -1.355], [-1.634, -0.672, -2.454], [-0.750, 2.278, -1.671], [-2.127, 1.882, -0.893], [-2.381, 2.410, -3.656], [-3.181, 1.059, -5.562], [-3.033, -1.399, -5.488], [-2.364, -3.463, -4.266], [-1.370, -4.480, -2.224], [-0.535, -3.003, -0.426], [0.421, 3.542, 3.719], [-0.565, 3.385, 2.830], [-1.726, 3.398, 3.477], [-0.533, 4.422, 1.982], [-0.403, 2.056, 2.051], [-0.031, 2.151, 0.838], [-0.667, 0.983, 2.590], [-3.604, 0.076, 0.484], [-2.459, 0.001, 0.626], [0.496, -2.750, 1.585], [-0.535, -1.760, 1.805], [0.327, -3.538, 2.205], [1.344, -2.311, 1.942], [-0.429, -1.335, 2.728], [-1.434, -2.224, 1.782]],
  "lumo_ev": -3.709,
  "de_lowest_kcal_mol": 17.7,
  "total_charge": 1,
  "homo_energy_ev": -10.39
}


[3]
{
  "formula": "C41H36N6O6PTa",
  "method": "ωB97M-V/def2-TZVPD",
  "symbols": ["Ta", "C", "O", "C", "C", "C", "C", "C", "C", "N", "N", "C", "C", "O", "C", "C", "C", "C", "C", "C", "C", "C", "H", "H", "H", "H", "H", "H", "H", "H", "H", "H", "H", "H", "H", "N", "N", "C", "O", "O", "H", "H", "H", "C", "C", "C", "C", "C", "C", "P", "C", "C", "C", "C", "C", "C", "C", "C", "C", "C", "C", "C", "H", "H", "H", "H", "H", "H", "H", "H", "H", "H", "H", "H", "H", "H", "H", "C", "N", "C", "C", "C", "O", "N", "C", "O", "H", "H", "H", "H", "H"],
  "positions_angstrom": [[0.554, -0.182, -0.176], [1.974, 1.926, -2.743], [1.895, 0.569, -2.256], [3.069, -0.161, -2.352], [4.196, 0.265, -3.030], [5.297, -0.578, -3.098], [5.276, -1.834, -2.504], [4.147, -2.249, -1.824], [3.058, -1.397, -1.740], [1.849, -1.711, -1.064], [1.684, -2.924, -0.737], [0.490, -3.437, -0.302], [-0.723, -2.778, -0.533], [-0.651, -1.476, -0.836], [-1.949, -3.441, -0.422], [-1.957, -4.719, 0.057], [-0.767, -5.407, 0.419], [-0.813, -6.704, 0.972], [0.343, -7.347, 1.316], [1.587, -6.721, 1.105], [1.662, -5.463, 0.564], [0.483, -4.782, 0.216], [2.441, 1.940, -3.720], [2.527, 2.548, -2.040], [0.962, 2.279, -2.839], [4.245, 1.233, -3.502], [6.179, -0.244, -3.629], [6.136, -2.487, -2.575], [4.097, -3.219, -1.350], [-2.857, -2.917, -0.695], [-2.906, -5.232, 0.170], [-1.775, -7.182, 1.117], [0.306, -8.339, 1.744], [2.497, -7.241, 1.377], [2.621, -4.984, 0.409], [4.559, 0.825, 0.565], [3.825, 1.628, 1.440], [2.484, 1.648, 1.435], [1.790, 2.242, 2.211], [1.901, 0.900, 0.414], [4.899, 0.003, 1.052], [5.345, 1.351, 0.210], [4.263, 2.069, 2.234], [0.753, 5.703, -2.241], [1.163, 5.280, -0.981], [0.600, 4.150, -0.408], [-0.371, 3.427, -1.105], [-0.795, 3.863, -2.360], [-0.231, 5.002, -2.924], [-1.089, 1.961, -0.295], [-2.465, 1.451, -1.346], [-3.795, 1.747, -1.075], [-4.780, 1.366, -1.977], [-4.443, 0.691, -3.143], [-3.117, 0.377, -3.410], [-2.134, 0.755, -2.509], [-1.682, 2.693, 1.261], [-1.345, 2.256, 2.537], [-1.855, 2.906, 3.652], [-2.708, 3.989, 3.499], [-3.032, 4.443, 2.226], [-2.512, 3.807, 1.110], [1.186, 6.595, -2.680], [1.911, 5.842, -0.436], [0.899, 3.843, 0.589], [-1.570, 3.330, -2.896], [-0.571, 5.344, -3.894], [-4.073, 2.251, -0.158], [-5.815, 1.599, -1.765], [-5.216, 0.405, -3.846], [-2.851, -0.157, -4.314], [-1.096, 0.512, -2.731], [-0.641, 1.450, 2.678], [-1.570, 2.572, 4.642], [-3.110, 4.492, 4.370], [-3.680, 5.301, 2.100], [-2.746, 4.191, 0.123], [-3.523, -1.311, 3.493], [-2.101, -1.323, 3.116], [-1.148, -1.919, 3.893], [0.161, -1.987, 3.564], [0.535, -1.396, 2.328], [1.641, -1.418, 1.727], [-0.414, -0.717, 1.626], [-1.771, -0.703, 1.925], [-2.595, -0.176, 1.215], [-3.624, -1.775, 4.469], [-4.108, -1.861, 2.760], [-3.887, -0.288, 3.530], [-1.516, -2.355, 4.812], [0.890, -2.479, 4.189]],
  "lumo_ev": -6.629,
  "de_lowest_kcal_mol": 54.4,
  "total_charge": 2,
  "homo_energy_ev": -13.13
}


Number 1: frontier orbital gap 7.219 eV, E -3196.60103 a.u.. Number 2: frontier orbital gap 6.676 eV, E -2828.13843 a.u.. Number 3: frontier orbital gap 6.501 eV, E -2761.96631 a.u..